[1]
ORCA calculation (ωB97M-V/def2-TZVPD) on a cluster of 2 separate species, C24H47N5O4PS in total.

Properties
HOMO: -11.02 eV
DFT total energy: -61408.8936 eV
M: 532.712 g mol⁻¹
HOMO-LUMO gap: 8.329 eV

```
! wB97M-V def2-TZVPD RIJCOSX def2/J DEFGRID3
* xyz 1 1
C -0.9119 5.4043 -2.4616
C -0.1674 4.2202 -3.0797
C -0.7384 2.8593 -2.6661
C -2.1773 2.5664 -3.1319
C -2.4768 3.1530 -4.5156
C -2.5068 1.0707 -3.1590
N -1.4601 0.1806 -3.7049
C -1.7781 -1.0551 -3.3123
N -1.4098 -2.1574 -3.9575
N -2.5036 -1.0746 -2.2081
C -2.4335 -2.1650 -1.2156
C -1.0321 -2.6569 -0.8843
C -1.0842 -3.9892 -0.1142
C -1.3489 -3.8256 1.3946
C -0.0893 -4.0121 2.2360
C 0.9050 -2.8497 2.0910
C 1.8492 -2.7266 3.2903
C 1.2584 -1.9091 4.4371
C 1.0285 -0.4316 4.1042
O 1.9760 0.0213 3.1541
C 2.4244 1.3411 3.3406
C -2.9430 0.3063 -1.8649
C -2.2899 0.8517 -0.5843
S -3.0609 0.6893 1.0425
O -2.9367 1.9717 1.6725
O -2.5336 -0.4995 1.6550
P -4.8528 0.2860 -2.0536
N -5.1964 1.8144 -1.4032
O -5.3598 -0.7020 -0.8273
H -1.1400 5.2004 -1.4125
H -0.2769 6.2910 -2.4690
H -1.8299 5.6671 -2.9877
H 0.8559 4.2446 -2.6968
H -0.0925 4.3039 -4.1651
H -0.6695 2.8398 -1.5749
H -0.0653 2.0745 -3.0227
H -2.8889 3.0251 -2.4364
H -3.4768 2.8653 -4.8458
H -1.7482 2.8283 -5.2635
H -2.4590 4.2402 -4.4913
H -3.3641 0.9606 -3.8363
H -1.2268 0.2996 -4.6812
H -1.9115 -3.0185 -3.8147
H -0.6285 -2.1658 -4.5916
H -3.0601 -2.9996 -1.5496
H -2.8922 -1.8028 -0.3000
H -0.5244 -1.9326 -0.2408
H -0.4125 -2.7899 -1.7725
H -0.1015 -4.4516 -0.2418
H -1.7989 -4.6767 -0.5745
H -1.7990 -2.8552 1.6151
H -2.0720 -4.5876 1.6984
H 0.4132 -4.9321 1.9220
H -0.3658 -4.1314 3.2870
H 0.3610 -1.9137 1.9293
H 1.5176 -3.0311 1.2012
H 2.8055 -2.3067 2.9810
H 2.0674 -3.7341 3.6595
H 0.3096 -2.3559 4.7482
H 1.9339 -1.9750 5.2934
H 1.1051 0.1598 5.0224
H 0.0132 -0.2714 3.7163
H 1.7508 2.0851 2.8973
H 3.3991 1.4314 2.8608
H 2.5525 1.5870 4.3999
H -2.0834 1.9131 -0.6889
H -1.3247 0.3592 -0.4264
H -4.3633 0.4767 0.7796
H -6.0808 1.8234 -0.9048
H -4.4873 2.2323 -0.8121
H -5.4012 -1.6243 -1.1269
N 7.0140 -1.0314 3.0185
C 8.2801 -0.6972 2.7823
C 8.6610 0.4980 2.1893
C 7.6726 1.3944 1.8187
C 6.3492 1.0593 2.0578
C 6.0744 -0.1601 2.6593
H 9.0259 -1.4239 3.0845
H 9.7070 0.7168 2.0249
H 7.9289 2.3375 1.3535
H 5.5455 1.7300 1.7849
H 5.0512 -0.4572 2.8693
*
```

=====

[2]
ORCA calculation (ωB97M-V/def2-TZVPD) on a cluster of 2 separate species, C6H10O in total.

Properties
HOMO: -9.35 eV
DFT total energy: -8426.8600 eV
M: 98.145 g mol⁻¹
HOMO-LUMO gap: 10.131 eV

```
! wB97M-V def2-TZVPD RIJCOSX def2/J DEFGRID3
* xyz 0 1
C -2.3328 -0.3648 0.1521
C -0.9787 0.1734 -0.2751
C -0.2573 1.1560 0.6921
C 1.0029 0.3689 0.4090
C 2.3905 0.8439 0.1944
O 2.1288 0.2429 1.3159
C 0.2409 -0.7903 -0.1948
H -2.2793 -0.8035 1.1558
H -3.0859 0.4311 0.1723
H -2.6849 -1.1417 -0.5360
H -1.0428 0.6134 -1.2761
H -0.2539 2.2195 0.4345
H -0.5958 1.0320 1.7275
H 3.5284 -0.8935 -1.8963
H 3.5195 -0.2775 -1.4809
H 0.0780 -1.5949 0.5330
H 0.6224 -1.2149 -1.1273
*
```

=====

[3]
ORCA calculation (ωB97M-V/def2-TZVPD) on an isolated molecule of C20H23N5O2S.

Properties
HOMO: -8.12 eV
SMILES: Cc1cc(C(=O)CSc2nnnn2-c2ccccc2)c(C)n1C[C@@H]1CCCO1
DFT total energy: -43492.8763 eV
M: 397.504 g mol⁻¹
HOMO-LUMO gap: 8.744 eV

```
! wB97M-V def2-TZVPD RIJCOSX def2/J DEFGRID3
* xyz 0 1
C -4.3630 -2.6424 -0.7901
C -3.2439 -1.7379 -0.4129
C -1.9956 -2.0611 0.0261
C -1.2816 -0.8459 0.2342
C -2.1531 0.1874 -0.0996
N -3.3268 -0.3650 -0.4957
C -4.4847 0.3902 -0.8859
H -5.1014 -0.2103 -1.5573
H -4.1612 1.2849 -1.4240
C -5.3156 0.8685 0.3266
C -6.4818 -0.0502 0.7185
H -6.2010 -0.7582 1.4948
C -7.5475 0.9450 1.1726
H -8.5596 0.5571 1.0890
C -7.2822 2.1063 0.2182
H -7.5963 3.0759 0.6081
O -5.8784 2.1436 0.0400
H -7.7758 1.9347 -0.7495
H -7.3656 1.2553 2.2018
H -6.8403 -0.5980 -0.1548
H -4.6312 0.9922 1.1794
C -1.9032 1.6489 -0.1219
H -2.6627 2.1947 0.4356
H -0.9279 1.8450 0.3125
H -1.9058 2.0182 -1.1486
C 0.0836 -0.6928 0.6749
O 0.6134 0.3620 0.9627
C 0.8643 -2.0037 0.7573
H 0.5733 -2.5708 1.6417
H 0.7206 -2.6008 -0.1410
S 2.6343 -1.6497 0.9340
C 2.8044 -0.7547 -0.5281
N 1.9492 -0.7821 -1.5315
N 2.4172 0.0594 -2.4379
N 3.4950 0.6007 -2.0656
N 3.8027 0.1188 -0.8466
C 4.9384 0.5402 -0.1492
C 5.5111 -0.2454 0.8425
C 6.6345 0.2161 1.5053
C 7.1899 1.4412 1.1776
C 6.6215 2.2128 0.1764
C 5.4961 1.7687 -0.4899
H 5.0379 2.3522 -1.2727
H 7.0544 3.1665 -0.0850
H 8.0670 1.7931 1.6993
H 7.0792 -0.3914 2.2787
H 5.0915 -1.2081 1.0890
H -1.6323 -3.0549 0.1938
H -4.6650 -2.4842 -1.8257
H -4.0346 -3.6727 -0.6860
H -5.2316 -2.4913 -0.1506
*
```

=====

[4]
ORCA calculation (ωB97M-V/def2-TZVPD) on a structure of composition C27H58NP3Sn.

Properties
HOMO: -5.99 eV
DFT total energy: -64120.2829 eV
M: 608.401 g mol⁻¹
HOMO-LUMO gap: 5.752 eV

```
! wB97M-V def2-TZVPD RIJCOSX def2/J DEFGRID3
* xyz 0 1
P -2.2267 -2.6344 -1.1112
P 1.2245 -4.1310 -0.0360
C -1.1909 -4.1420 -1.1812
C -0.6109 -4.3299 0.2099
H -0.4544 -3.8299 -1.9362
H -1.7278 -5.0158 -1.5640
H -0.8310 -3.5564 0.9698
H -0.8484 -5.2913 0.6637
C 1.8617 -4.4076 -1.7587
H 2.7532 -5.0209 -1.6709
H 2.1512 -3.5223 -2.3323
H 1.1631 -5.0165 -2.3271
C 1.3474 -6.0249 0.2826
H 0.9566 -6.5157 -0.6239
H 0.7357 -6.3687 1.1341
H 2.3683 -6.3898 0.4471
C -3.3198 -2.9749 -2.5566
H -4.1371 -2.2420 -2.5787
H -3.7286 -3.9952 -2.4418
H -2.7249 -2.9532 -3.4869
C -3.2250 -2.7411 0.4271
H -2.7930 -2.3117 1.3414
H -3.4195 -3.8000 0.6262
H -4.1828 -2.2491 0.2313
Sn -0.4868 -1.0536 -0.8966
C 4.1204 -4.6321 1.4374
C 3.4846 -3.6041 0.7687
C 3.0736 -2.3269 1.4468
C 2.2212 -2.3738 2.7634
C 1.2471 -3.4631 3.1326
C 1.3363 -4.8074 2.9216
C 2.5544 -5.6412 3.2037
C 3.9063 -4.9601 2.8591
C -2.3022 0.3034 -1.0706
H 4.8599 -5.2193 0.9037
H 3.7188 -3.4983 -0.3126
H 2.5108 -1.7406 0.7160
H 3.9759 -1.7491 1.6757
H 2.9305 -2.2450 3.5925
H 1.6271 -1.4368 2.7702
H 0.3430 -3.0294 3.5385
H 0.4336 -5.3527 2.7105
H 2.5542 -6.5696 2.6160
H 2.5618 -5.8986 4.2772
H 4.0876 -4.0948 3.5127
H 4.6365 -5.7337 3.0970
H -2.0157 1.3533 -1.0472
H -2.9745 0.0794 -0.2309
H -2.7768 0.0462 -2.0288
C 3.7111 1.0121 -0.2002
C 2.8239 2.2072 0.2219
C 2.4247 2.0454 1.6987
C 3.5823 3.5315 0.0160
P 1.1974 2.1833 -0.7587
N 0.7056 0.6390 -0.4843
C -0.0601 3.4072 -0.0544
C 0.6229 4.7138 0.4098
C -1.1488 3.8151 -1.0673
C -0.7554 2.7773 1.1709
C 1.4506 2.4911 -2.5989
C 0.2270 1.9881 -3.3913
C 1.7424 3.9771 -2.9011
C 2.6376 1.6524 -3.0981
H 4.4005 0.7308 0.6115
H 4.3238 1.2427 -1.0794
H 3.0840 0.1393 -0.4258
H 3.3242 1.8913 2.3147
H 1.9213 2.9339 2.1001
H 1.7718 1.1709 1.8227
H 3.9958 3.6291 -0.9961
H 2.9584 4.4055 0.2267
H 4.4224 3.5774 0.7246
H 1.1744 5.2217 -0.3931
H -0.1668 5.4040 0.7426
H 1.2808 4.5646 1.2734
H -1.6567 2.9735 -1.5466
H -1.9090 4.3881 -0.5107
H -0.7782 4.5076 -1.8330
H -1.0586 1.7419 0.9737
H -0.1028 2.8044 2.0474
H -1.6378 3.3888 1.4234
H -0.5873 2.7271 -3.4381
H 0.5526 1.7942 -4.4290
H -0.1355 1.0402 -2.9632
H 2.5825 4.3667 -2.3096
H 2.0434 4.0491 -3.9591
H 0.8818 4.6428 -2.7650
H 3.6023 2.0640 -2.7765
H 2.5392 0.6048 -2.7830
H 2.6398 1.6779 -4.2001
*
```

=====

[5]
ORCA calculation (ωB97M-V/def2-TZVPD) on a structure of composition C14H15LiNO2Si.

Properties
HOMO: -4.20 eV
DFT total energy: -28430.6545 eV
M: 264.306 g mol⁻¹
HOMO-LUMO gap: 7.027 eV

```
! wB97M-V def2-TZVPD RIJCOSX def2/J DEFGRID3
* xyz -1 1
Li 1.5825 -1.3139 -1.4037
N 0.5698 -3.3888 -2.0741
C 0.3652 -2.9954 -3.4739
C 1.5397 -2.1114 -3.9703
O 1.7595 -2.1077 -5.1832
O 2.1438 -1.4694 -3.0613
H 1.4729 -3.8456 -2.0008
H -0.1334 -4.0574 -1.7869
H -0.5333 -2.3760 -3.5357
H 0.2566 -3.8409 -4.1597
C 0.8410 4.8410 0.3410
C 1.7903 3.8754 0.6467
C 1.4863 2.5275 0.5235
C 0.2255 2.1040 0.0863
C -0.7105 3.0940 -0.2270
C -0.4162 4.4424 -0.0885
Si -0.1042 0.2649 -0.3346
C -0.8820 -0.3986 1.2910
C -2.2710 -0.4434 1.4488
C -2.8628 -1.0857 2.5265
C -2.0794 -1.7365 3.4674
C -0.6991 -1.7197 3.3256
C -0.1102 -1.0566 2.2580
H 1.0890 5.8928 0.4183
H 2.7768 4.1808 0.9757
H 2.2327 1.7773 0.7491
H -1.6904 2.8056 -0.5960
H -1.1687 5.1825 -0.3366
H 2.0238 -0.4388 0.3521
H -2.9051 0.0343 0.7076
H -3.9432 -1.0931 2.6173
H -2.5355 -2.2570 4.3012
H -0.0748 -2.2319 4.0488
H 0.9646 -1.0549 2.1473
*
```

=====

[6]
ORCA calculation (ωB97M-V/def2-TZVPD) on a structure of composition C23H18F6N3O3PtS.

Properties
HOMO (alpha / beta): -15.83 / -15.83 eV
DFT total energy: -65111.9569 eV
M: 725.548 g mol⁻¹
HOMO-LUMO gap (alpha / beta): 3.266 / 3.265 eV

```
! wB97M-V def2-TZVPD RIJCOSX def2/J DEFGRID3
* xyz 3 1
Pt -0.4897 2.6241 3.5320
F -2.9383 6.9723 7.9911
C -2.8267 6.2416 6.9490
C -1.6436 5.4577 6.7751
F -0.6812 5.5200 7.6519
C -1.5461 4.6626 5.6837
F -0.4547 3.9095 5.4838
C -2.5810 4.5902 4.7051
S -2.4943 3.5891 3.3912
C -3.7422 5.4249 4.8883
F -4.6773 5.4099 3.9890
C -3.8595 6.2320 5.9894
F -4.9090 6.9897 6.1514
F -2.3302 -0.0621 -2.4755
C -1.2022 -0.3774 -1.8214
C -1.0240 0.1643 -0.5877
C 0.1244 -0.1291 0.1664
C 0.3214 0.5008 1.4542
O -0.6315 1.2584 1.9053
C 1.5456 0.2138 2.0714
C 2.4262 -0.6765 1.5065
N 2.2063 -1.3081 0.3573
C 3.2018 -2.2598 -0.1193
C 3.7664 -3.2597 0.8407
C 2.8316 -3.7100 -0.2385
C 1.0655 -1.0217 -0.3728
C 0.8437 -1.5852 -1.6322
C -0.2759 -1.2882 -2.4005
N -0.4616 -1.8447 -3.6543
C 0.0610 -3.1521 -4.0183
C 0.7978 -3.1131 -5.3588
N 0.0921 -2.1935 -6.3217
C -1.3476 -2.0290 -5.9573
C -1.4583 -1.3303 -4.6055
C 1.9613 0.8413 3.3997
O 2.8301 0.2961 4.0136
O 1.3180 1.9424 3.6962
H -1.7815 0.8200 -0.1847
H 3.3642 -0.8865 2.0029
H 3.8751 -1.8322 -0.8519
H 3.4048 -3.2753 1.8600
H 4.8151 -3.5004 0.7463
H 1.8335 -4.0037 0.0592
H 3.2384 -4.2780 -1.0636
H 1.5917 -2.2610 -2.0150
H -0.7797 -3.8510 -4.0792
H 0.7280 -3.5453 -3.2588
H 0.8184 -4.1215 -5.7687
H 1.8244 -2.7719 -5.2451
H 0.1773 -2.5508 -7.2756
H 0.5370 -1.2735 -6.3136
H -1.8184 -3.0096 -5.9601
H -1.8510 -1.4204 -6.7059
H -2.4785 -1.4840 -4.2496
H -1.3173 -0.2549 -4.7252
*
```

=====

[7]
ORCA calculation (ωB97M-V/def2-TZVPD) on a cluster of 3 separate species, C24H45BrN4O5 in total.

Properties
HOMO (alpha / beta): -8.83 / -9.41 eV
DFT total energy: -111847.4092 eV
M: 549.551 g mol⁻¹
HOMO-LUMO gap (alpha / beta): 8.725 / 8.778 eV
⟨S²⟩: 2.0095

```
! wB97M-V def2-TZVPD RIJCOSX def2/J DEFGRID3
* xyz 0 3
O -1.3261 -1.4298 4.8556
C -1.7453 -2.1027 3.7630
N -2.2097 -2.5086 2.5056
C -1.1711 -3.4425 1.8759
O 0.0957 -2.7093 1.7186
C 0.9949 -3.3699 0.7422
C 1.0477 -2.4410 -0.6472
N -0.2255 -1.6248 -0.6469
C 0.0069 -0.1676 -0.9857
C -1.4827 0.5742 -0.8187
O -2.6186 -0.0084 -1.2950
Br -1.7585 2.3355 0.1240
H -1.0547 -4.4107 2.5232
H -1.5651 -3.6658 0.7762
H 2.0975 -3.4704 1.1816
H 0.6288 -4.4663 0.4955
H 2.0383 -1.8204 -0.6998
H 1.0948 -3.2382 -1.5345
H -0.9869 -2.0573 -1.2188
H 0.7138 0.3607 -0.2108
H 0.3522 0.0291 -2.0917
C -2.5165 1.9858 4.1643
C -3.3336 2.5057 5.3802
C -4.8574 2.4557 5.0697
C -5.3336 3.5556 4.1247
C -4.8808 4.9298 4.6083
C -3.3529 5.0064 4.8665
N -2.8590 3.8853 5.7353
O -3.2688 4.1544 7.0533
C -2.6045 5.0040 3.5056
C -3.0148 6.4131 5.4582
C -3.0505 1.4503 6.5002
H -1.5328 2.4626 4.1046
H -2.3227 0.9081 4.2285
H -3.0348 2.1338 3.2127
H -5.4300 2.5431 6.0050
H -5.1243 1.4817 4.6427
H -4.9710 3.3689 3.1089
H -6.4273 3.5363 4.0647
H -5.1780 5.6852 3.8698
H -5.4296 5.1753 5.5281
H -1.5183 4.9846 3.6525
H -2.8360 5.9098 2.9301
H -2.8755 4.1742 2.8548
H -3.5631 6.6275 6.3827
H -3.2827 7.2099 4.7535
H -1.9431 6.5055 5.6656
H -1.9882 1.4359 6.7704
H -3.3204 0.4419 6.1635
H -3.6347 1.6301 7.4103
C 4.8643 -4.0654 -5.9751
C 4.0472 -3.5455 -4.7592
C 2.5234 -3.5955 -5.0697
C 2.0472 -2.4956 -6.0147
C 2.5000 -1.1215 -5.5311
C 4.0279 -1.0449 -5.2729
N 4.5218 -2.1659 -4.4041
O 4.1120 -1.8968 -3.0860
C 4.7763 -1.0472 -6.6338
C 4.3660 0.3618 -4.6812
C 4.3303 -4.6010 -3.6392
H 5.8480 -3.5886 -6.0348
H 5.0581 -5.1432 -5.9109
H 4.3460 -3.9175 -6.9267
H 1.9508 -3.5082 -4.1343
H 2.2565 -4.5696 -5.4966
H 2.4098 -2.6824 -7.0305
H 0.9535 -2.5150 -6.0747
H 2.2028 -0.3661 -6.2696
H 1.9512 -0.8760 -4.6112
H 5.8625 -1.0667 -6.4869
H 4.5448 -0.1415 -7.2092
H 4.5053 -1.8771 -7.2846
H 3.8177 0.5763 -3.7566
H 4.0981 1.1586 -5.3858
H 5.4378 0.4543 -4.4738
H 5.3926 -4.6154 -3.3690
H 4.0604 -5.6094 -3.9759
H 3.7461 -4.4212 -2.7291
*
```

=====

What did the sixth record say?
ORCA calculation (ωB97M-V/def2-TZVPD) on a structure of composition C23H18F6N3O3PtS.

Properties
HOMO (alpha / beta): -15.83 / -15.83 eV
DFT total energy: -65111.9569 eV
M: 725.548 g mol⁻¹
HOMO-LUMO gap (alpha / beta): 3.266 / 3.265 eV

```
! wB97M-V def2-TZVPD RIJCOSX def2/J DEFGRID3
* xyz 3 1
Pt -0.4897 2.6241 3.5320
F -2.9383 6.9723 7.9911
C -2.8267 6.2416 6.9490
C -1.6436 5.4577 6.7751
F -0.6812 5.5200 7.6519
C -1.5461 4.6626 5.6837
F -0.4547 3.9095 5.4838
C -2.5810 4.5902 4.7051
S -2.4943 3.5891 3.3912
C -3.7422 5.4249 4.8883
F -4.6773 5.4099 3.9890
C -3.8595 6.2320 5.9894
F -4.9090 6.9897 6.1514
F -2.3302 -0.0621 -2.4755
C -1.2022 -0.3774 -1.8214
C -1.0240 0.1643 -0.5877
C 0.1244 -0.1291 0.1664
C 0.3214 0.5008 1.4542
O -0.6315 1.2584 1.9053
C 1.5456 0.2138 2.0714
C 2.4262 -0.6765 1.5065
N 2.2063 -1.3081 0.3573
C 3.2018 -2.2598 -0.1193
C 3.7664 -3.2597 0.8407
C 2.8316 -3.7100 -0.2385
C 1.0655 -1.0217 -0.3728
C 0.8437 -1.5852 -1.6322
C -0.2759 -1.2882 -2.4005
N -0.4616 -1.8447 -3.6543
C 0.0610 -3.1521 -4.0183
C 0.7978 -3.1131 -5.3588
N 0.0921 -2.1935 -6.3217
C -1.3476 -2.0290 -5.9573
C -1.4583 -1.3303 -4.6055
C 1.9613 0.8413 3.3997
O 2.8301 0.2961 4.0136
O 1.3180 1.9424 3.6962
H -1.7815 0.8200 -0.1847
H 3.3642 -0.8865 2.0029
H 3.8751 -1.8322 -0.8519
H 3.4048 -3.2753 1.8600
H 4.8151 -3.5004 0.7463
H 1.8335 -4.0037 0.0592
H 3.2384 -4.2780 -1.0636
H 1.5917 -2.2610 -2.0150
H -0.7797 -3.8510 -4.0792
H 0.7280 -3.5453 -3.2588
H 0.8184 -4.1215 -5.7687
H 1.8244 -2.7719 -5.2451
H 0.1773 -2.5508 -7.2756
H 0.5370 -1.2735 -6.3136
H -1.8184 -3.0096 -5.9601
H -1.8510 -1.4204 -6.7059
H -2.4785 -1.4840 -4.2496
H -1.3173 -0.2549 -4.7252
*
```